A structure of composition C41H43AsN10OPdS3. Source: the Open Molecules 2025 dataset; level of theory: wB97M-V/def2-TZVPD.

Structure (XYZ):
```
100
C41H43AsN10OPdS3 wB97M-V/def2-TZVPD
Pd -0.321 0.377 -0.388
S -2.121 -0.983 -0.331
C -2.581 -1.229 -1.933
N -3.485 -2.104 -2.308
C -3.819 -2.258 -3.726
C -3.793 -0.906 -4.386
N -2.486 -0.283 -4.148
C -1.908 0.469 -5.279
C -1.508 -0.469 -6.388
C -0.512 -1.419 -6.174
C -0.163 -2.296 -7.187
C -0.800 -2.227 -8.419
C -1.788 -1.279 -8.638
C -2.144 -0.404 -7.621
C -1.876 -0.447 -3.000
S -0.318 0.119 -2.662
C -4.230 -2.957 -1.363
C -5.681 -2.555 -1.322
C -6.041 -1.295 -0.850
C -7.371 -0.913 -0.835
C -8.351 -1.789 -1.286
C -7.998 -3.045 -1.751
C -6.663 -3.427 -1.773
H -4.815 -2.693 -3.784
H -3.100 -2.939 -4.189
H -4.574 -0.251 -3.990
H -3.915 -1.005 -5.463
H -1.071 1.049 -4.895
H -2.682 1.161 -5.617
H 0.002 -1.467 -5.220
H 0.616 -3.028 -7.022
H -0.522 -2.909 -9.210
H -2.281 -1.219 -9.598
H -2.913 0.341 -7.795
H -3.749 -2.875 -0.391
H -4.117 -3.985 -1.712
H -5.279 -0.616 -0.481
H -7.650 0.063 -0.461
H -9.390 -1.491 -1.268
H -8.760 -3.731 -2.096
H -6.390 -4.413 -2.130
C 3.957 3.506 -2.081
N 3.080 2.646 -1.285
C 1.828 2.284 -1.529
N 1.390 1.526 -0.528
C 2.466 1.441 0.306
N 3.495 2.122 -0.116
C 3.330 4.848 -2.377
C 3.697 5.541 -3.526
C 3.161 6.795 -3.787
C 2.240 7.359 -2.919
C 1.867 6.663 -1.774
C 2.422 5.417 -1.500
C 0.876 7.217 -0.856
N 0.246 8.336 -0.898
N -0.601 8.353 0.204
C -0.423 7.238 0.817
O 0.499 6.450 0.201
C -1.064 6.709 2.017
C -2.114 7.390 2.629
C -2.715 6.846 3.752
C -2.286 5.625 4.260
C -1.237 4.950 3.654
C -0.750 3.620 4.166
N -0.991 2.555 3.188
C -0.200 2.110 2.221
N -0.846 1.190 1.509
C -2.071 1.140 2.107
N -2.187 1.948 3.124
C -0.623 5.502 2.539
H 4.208 2.981 -3.003
H 4.868 3.598 -1.490
H 1.264 2.601 -2.389
H 2.468 0.847 1.204
H 4.406 5.105 -4.219
H 3.456 7.330 -4.678
H 1.805 8.328 -3.119
H 2.139 4.902 -0.592
H -2.446 8.334 2.220
H -3.528 7.372 4.232
H -2.772 5.202 5.130
H -1.264 3.323 5.078
H 0.322 3.630 4.363
H 0.808 2.455 2.073
H -2.867 0.489 1.793
H 0.207 4.991 2.067
C 3.349 -2.356 2.777
As 1.975 -3.132 1.668
C 2.701 -4.782 0.999
C 0.537 -3.613 2.858
S 1.351 -1.850 0.126
H 3.727 -3.094 3.483
H 2.928 -1.513 3.322
H 4.159 -2.010 2.137
H 3.045 -5.401 1.825
H 3.531 -4.549 0.334
H 1.927 -5.300 0.437
H 0.886 -4.331 3.600
H -0.268 -4.052 2.272
H 0.177 -2.714 3.355
```

Charge: +2
Energy relative to the best compared isomer or geometry (same formula, charge and spin), kcal/mol: 0.00
2S+1: 1
DFT total energy, Eh: -5768.7880
Max |F|, eV/A: 0.60